{"formula": "CH5N3O4S", "method": "ωB97M-V/def2-TZVPD", "lumo_energy_ev": -0.58, "orbital_gap_ev": 9.65, "e_above_lowest_ev": 3.937, "multiplicity": 1, "elements": ["C", "N", "N", "N", "O", "O", "O", "O", "S", "H", "H", "H", "H", "H"], "coordinates": [[0.82, 0.28, 0.33], [0.95, 1.22, 1.36], [-0.96, -1.28, -0.99], [2.00, -0.52, -0.07], [1.72, -1.24, -0.99], [3.05, -0.42, 0.48], [-1.67, -0.16, 1.13], [-0.13, -2.10, 1.31], [-0.59, -0.98, 0.54], [0.61, 0.95, -1.06], [0.01, 1.59, 1.56], [1.30, 1.06, 2.29], [-1.74, -0.96, -1.44], [-0.60, -2.10, -1.57]], "lowdin_charge": [-0.36, 0.06, -0.09, -0.45, 0.03, 0.14, -0.33, -0.27, 0.62, 0.27, 0.10, 0.10, 0.04, 0.13]}